13 unconnected molecules or ions with the total composition C72H175N13O13 at a distorted geometry, computed with ωB97M-V/def2-TZVPD.

Calculated values
ΔE to the lowest compared entry with this formula, charge and spin (eV): 8.367
2S+1: 1
HOMO energy (Eh): -0.2960
Energy (eV): -123474.23818
Charge: 0

Positions of all 273 atoms, in Å:
1 C 17.76 -15.26 17.12
2 C 18.08 -16.69 17.38
3 C 17.36 -17.62 16.40
4 O 16.00 -17.64 16.53
5 C 15.23 -18.57 15.71
6 N 19.53 -16.66 17.15
7 H 18.15 -14.62 17.91
8 H 16.70 -15.05 16.98
9 H 18.20 -14.84 16.22
10 H 17.81 -16.84 18.42
11 H 17.71 -18.63 16.63
12 H 17.64 -17.44 15.37
13 H 14.20 -18.57 16.05
14 H 15.60 -19.60 15.61
15 H 15.08 -18.23 14.68
16 H 19.87 -15.84 17.62
17 H 19.60 -16.46 16.17
18 C 18.44 -32.60 22.85
19 C 19.55 -32.62 21.81
20 C 20.37 -31.33 21.88
21 O 19.62 -30.14 21.62
22 C 20.37 -29.01 21.84
23 N 20.27 -33.93 21.86
24 H 18.87 -32.49 23.84
25 H 17.94 -33.56 22.71
26 H 17.86 -31.69 22.70
27 H 19.10 -32.71 20.82
28 H 21.11 -31.42 21.08
29 H 20.94 -31.37 22.81
30 H 19.72 -28.14 21.88
31 H 21.16 -28.85 21.10
32 H 20.90 -29.05 22.79
33 H 19.57 -34.60 22.12
34 H 20.89 -33.78 22.65
35 C 22.67 -22.13 28.29
36 C 22.02 -22.20 29.66
37 C 22.50 -20.98 30.56
38 O 22.00 -21.13 31.94
39 C 22.46 -20.20 32.90
40 N 20.60 -22.05 29.35
41 H 23.75 -22.28 28.40
42 H 22.59 -21.17 27.79
43 H 22.10 -22.84 27.69
44 H 22.22 -23.11 30.21
45 H 22.11 -20.01 30.26
46 H 23.59 -20.91 30.51
47 H 23.31 -20.55 33.49
48 H 21.60 -20.06 33.55
49 H 22.68 -19.19 32.54
50 H 20.39 -21.12 29.02
51 H 20.08 -22.22 30.20
52 C 18.86 -16.95 25.04
53 C 17.48 -16.64 25.66
54 C 16.51 -15.86 24.71
55 O 17.14 -14.68 24.25
56 C 16.28 -13.72 23.59
57 N 16.89 -17.87 26.14
58 H 18.85 -17.39 24.05
59 H 19.33 -17.75 25.61
60 H 19.58 -16.14 25.05
61 H 17.53 -15.98 26.53
62 H 15.63 -15.74 25.34
63 H 16.25 -16.59 23.95
64 H 16.81 -12.89 23.12
65 H 15.50 -13.33 24.25
66 H 15.75 -14.13 22.73
67 H 16.70 -18.53 25.40
68 H 15.93 -17.65 26.36
69 C 19.69 -26.85 34.15
70 C 20.32 -26.35 35.39
71 C 21.82 -26.80 35.61
72 O 21.84 -28.24 35.69
73 C 23.03 -28.83 35.27
74 N 20.17 -24.93 35.44
75 H 18.68 -26.51 33.95
76 H 19.60 -27.93 34.23
77 H 20.14 -26.53 33.21
78 H 19.77 -26.66 36.27
79 H 22.21 -26.38 36.54
80 H 22.43 -26.44 34.78
81 H 23.81 -28.36 35.88
82 H 23.36 -28.76 34.24
83 H 23.03 -29.84 35.68
84 H 20.65 -24.73 36.31
85 H 20.84 -24.69 34.73
86 C 19.58 -32.92 31.95
87 C 19.35 -32.72 30.46
88 C 20.46 -31.86 29.84
89 O 20.16 -31.38 28.51
90 C 19.34 -30.25 28.40
91 N 19.18 -33.99 29.82
92 H 18.92 -33.67 32.40
93 H 19.49 -31.98 32.50
94 H 20.62 -33.19 32.09
95 H 18.39 -32.22 30.35
96 H 21.37 -32.46 29.77
97 H 20.69 -31.02 30.50
98 H 19.85 -29.31 28.61
99 H 18.46 -30.46 29.00
100 H 19.04 -30.24 27.36
101 H 19.04 -33.84 28.83
102 H 20.07 -34.46 29.70
103 C 23.50 -19.94 21.34
104 C 24.60 -18.84 21.29
105 C 25.88 -19.23 22.19
106 O 25.58 -19.42 23.58
107 C 25.50 -18.22 24.34
108 N 24.97 -18.50 19.94
109 H 22.62 -19.63 20.78
110 H 23.18 -20.12 22.37
111 H 23.80 -20.87 20.86
112 H 24.12 -17.95 21.70
113 H 26.72 -18.57 22.00
114 H 26.19 -20.16 21.71
115 H 25.14 -18.45 25.34
116 H 24.79 -17.56 23.84
117 H 26.49 -17.76 24.36
118 H 24.04 -18.37 19.56
119 H 25.32 -19.35 19.53
120 C 4.56 -21.37 21.68
121 C 3.56 -20.18 21.43
122 C 4.21 -18.99 20.71
123 O 4.78 -19.40 19.48
124 C 5.26 -18.31 18.69
125 N 2.60 -20.78 20.49
126 H 5.33 -20.94 22.31
127 H 4.93 -21.68 20.70
128 H 4.11 -22.28 22.08
129 H 3.02 -19.92 22.34
130 H 4.91 -18.44 21.34
131 H 3.36 -18.35 20.44
132 H 6.11 -17.79 19.14
133 H 4.47 -17.59 18.50
134 H 5.66 -18.55 17.71
135 H 3.15 -21.04 19.69
136 H 2.00 -20.04 20.17
137 C 12.94 -21.06 37.09
138 C 13.80 -22.04 36.25
139 C 14.38 -21.30 35.02
140 O 14.93 -20.00 35.26
141 C 15.98 -19.74 34.36
142 N 14.91 -22.45 37.12
143 H 13.33 -20.05 37.22
144 H 12.66 -21.52 38.04
145 H 11.98 -20.86 36.60
146 H 13.22 -22.94 36.01
147 H 13.54 -21.31 34.32
148 H 15.17 -21.94 34.63
149 H 16.38 -18.73 34.44
150 H 15.70 -20.02 33.34
151 H 16.80 -20.31 34.79
152 H 15.40 -21.57 37.15
153 H 15.61 -23.01 36.67
154 C 7.98 -32.05 18.60
155 C 8.10 -31.77 20.11
156 C 8.65 -30.30 20.36
157 C 7.58 -29.21 20.29
158 C 6.43 -29.50 21.25
159 C 5.78 -30.91 20.98
160 N 6.85 -31.91 20.88
161 O 6.39 -33.21 20.91
162 C 4.74 -31.21 22.11
163 C 4.99 -30.74 19.65
164 C 9.19 -32.63 20.79
165 H 8.17 -33.11 18.48
166 H 8.57 -31.54 17.84
167 H 6.93 -31.95 18.31
168 H 9.06 -30.22 21.36
169 H 9.51 -30.11 19.71
170 H 7.10 -29.16 19.31
171 H 8.04 -28.23 20.47
172 H 5.62 -28.79 21.10
173 H 6.69 -29.38 22.30
174 H 5.27 -31.25 23.06
175 H 4.02 -30.40 22.15
176 H 4.32 -32.21 21.97
177 H 5.59 -30.43 18.79
178 H 4.71 -31.73 19.30
179 H 4.07 -30.18 19.82
180 H 9.37 -32.54 21.86
181 H 10.17 -32.68 20.33
182 H 8.86 -33.66 20.65
183 H 6.47 -33.37 21.85
184 C 6.36 -24.36 32.47
185 C 5.96 -25.82 32.12
186 C 4.75 -26.32 32.88
187 C 3.39 -25.73 32.51
188 C 3.22 -25.85 30.98
189 C 4.44 -25.38 30.10
190 N 5.67 -25.96 30.68
191 O 6.81 -25.74 29.91
192 C 4.31 -26.00 28.67
193 C 4.46 -23.83 29.89
194 C 7.17 -26.58 32.62
195 H 7.03 -23.87 31.77
196 H 6.78 -24.30 33.48
197 H 5.55 -23.64 32.59
198 H 4.67 -27.41 32.81
199 H 4.89 -26.25 33.96
200 H 3.25 -24.69 32.81
201 H 2.64 -26.37 32.97
202 H 2.39 -25.18 30.76
203 H 3.00 -26.89 30.74
204 H 3.31 -25.70 28.33
205 H 5.04 -25.74 27.90
206 H 4.17 -27.08 28.70
207 H 5.40 -23.66 29.36
208 H 3.63 -23.44 29.30
209 H 4.44 -23.26 30.82
210 H 6.99 -27.63 32.41
211 H 7.40 -26.45 33.68
212 H 7.98 -26.38 31.92
213 H 7.05 -26.62 29.61
214 C 13.92 -23.55 27.22
215 C 13.56 -23.76 25.71
216 C 12.40 -22.83 25.39
217 C 12.14 -22.60 23.85
218 C 13.42 -22.21 23.13
219 C 14.59 -23.18 23.38
220 N 14.69 -23.46 24.87
221 O 15.83 -24.30 25.12
222 C 14.45 -24.52 22.51
223 C 15.82 -22.50 22.88
224 C 13.09 -25.29 25.65
225 H 13.08 -23.83 27.85
226 H 14.14 -22.48 27.34
227 H 14.72 -24.17 27.60
228 H 11.51 -23.31 25.77
229 H 12.49 -21.92 25.99
230 H 11.34 -21.87 23.83
231 H 11.63 -23.47 23.45
232 H 13.62 -21.17 23.34
233 H 13.29 -22.17 22.05
234 H 15.12 -25.35 22.76
235 H 13.46 -24.96 22.65
236 H 14.66 -24.45 21.45
237 H 15.81 -22.36 21.80
238 H 15.93 -21.49 23.27
239 H 16.71 -23.10 23.08
240 H 12.75 -25.48 24.63
241 H 12.28 -25.57 26.33
242 H 14.02 -25.85 25.79
243 H 16.42 -23.79 25.67
244 C 16.42 -29.29 15.85
245 C 17.19 -28.53 14.71
246 C 16.21 -27.51 14.17
247 C 16.76 -26.38 13.31
248 C 17.89 -25.71 13.98
249 C 18.99 -26.59 14.55
250 N 18.35 -27.71 15.32
251 O 19.31 -28.52 15.86
252 C 20.02 -27.07 13.51
253 C 19.70 -25.74 15.65
254 C 17.60 -29.42 13.51
255 H 17.15 -30.03 16.18
256 H 16.26 -28.63 16.70
257 H 15.50 -29.80 15.55
258 H 15.37 -28.00 13.68
259 H 15.76 -26.93 14.97
260 H 17.10 -26.75 12.35
261 H 16.02 -25.65 12.98
262 H 17.51 -25.14 14.83
263 H 18.38 -24.86 13.50
264 H 20.80 -27.69 13.93
265 H 20.53 -26.22 13.07
266 H 19.53 -27.69 12.75
267 H 20.17 -24.88 15.17
268 H 20.47 -26.38 16.09
269 H 18.99 -25.35 16.38
270 H 17.35 -28.98 12.54
271 H 18.63 -29.77 13.59
272 H 17.02 -30.34 13.49
273 H 19.14 -28.38 16.80